Below is a 4-piece molecular cluster, C28H20F36N3O5 overall, with properties calculated with wB97M-V/def2-TZVPD.

Each line ends with the Mulliken charge.
Geometry (Å):
C: -0.2024 -0.0734 1.0885  0.023
F: -2.8696 -3.8421 4.8886  -0.256
N: 1.1021 -0.2714 1.2489  0.793
F: -2.7338 -3.2741 2.3667  -0.260
O: 0.3480 -5.2922 8.8635  -0.423
C: -0.6522 1.1005 0.4551  0.684
H: 1.5452 3.1594 -7.0302  0.158
C: 3.6683 1.0355 -10.0792  0.807
C: 1.6012 2.2781 -9.8041  -0.809
C: 0.8085 1.8216 -8.5749  0.894
F: 0.2258 -1.7844 3.3422  -0.313
C: 3.8286 -0.4108 -9.5873  0.185
F: -2.1109 -0.5625 2.3410  -0.232
F: -2.7064 2.0941 -3.2270  -0.381
F: 3.2919 -8.0723 6.6601  -0.264
F: -1.2997 -5.6594 10.2574  -0.298
H: -3.9129 4.2458 -3.8413  0.340
O: -2.0628 2.6871 2.2367  -0.362
F: -0.7632 -3.5010 5.2341  -0.285
H: 0.8892 -5.7662 11.4909  0.253
C: -0.5518 -2.3187 2.3729  0.540
C: -2.4371 2.7565 0.8776  -0.562
H: -0.1888 -6.0861 7.0196  0.390
C: 3.1241 3.2624 0.9537  0.479
C: -1.2462 3.2542 -4.6073  -1.067
F: 4.1221 1.9162 -9.1678  -0.291
C: 0.6321 -5.5591 7.5096  -0.603
N: 3.5155 3.9111 1.8202  -0.334
F: 0.7740 7.2925 -3.9298  -0.267
F: 0.0453 5.7646 -2.5388  -0.222
F: 2.9115 -5.8401 8.0714  -0.280
H: -3.7276 1.5591 2.7275  0.380
H: -1.8635 3.5726 -5.4482  0.260
C: 0.7192 -6.6257 10.8399  0.192
F: -1.7731 -1.6502 0.4800  -0.304
F: -1.0032 5.7911 -5.2471  -0.295
F: -2.6096 5.5903 -3.1501  -0.223
C: -1.5699 -3.3233 3.0185  0.565
O: 0.0135 3.8915 -4.6112  -0.347
H: 3.6397 -1.1056 -10.4072  0.258
H: -3.4921 3.0097 0.7387  0.557
C: 2.0216 -7.7186 6.9519  0.076
H: -1.0232 2.2025 -4.7661  0.508
F: 0.5470 1.6080 -6.2588  -0.248
F: 2.3420 -5.6645 5.9597  -0.328
O: 2.6767 2.5166 -0.0376  -0.382
O: 2.3854 1.3105 -10.4617  -0.398
H: 1.3744 -8.0028 6.1174  0.282
F: 2.5883 1.4578 -7.0287  -0.221
F: 0.4674 0.5237 -8.6848  -0.279
F: -2.0804 -1.8321 4.8089  -0.161
F: -1.1795 3.3039 -2.2313  -0.063
H: 1.4382 -1.1290 1.6806  0.273
C: 1.4131 2.0880 -7.1953  0.209
F: 4.4497 1.1466 -11.1753  -0.297
C: -1.8248 -3.1052 4.5426  0.608
F: 0.1336 -7.6200 11.5390  -0.254
H: 2.1688 3.1848 -9.5891  0.352
C: -2.0354 3.2841 -3.2957  1.231
C: -3.1297 2.3911 3.1148  -0.752
C: 0.7707 5.9757 -3.6615  0.181
F: -1.2348 1.7572 4.4101  -0.274
C: -1.1844 -1.1467 1.5766  1.085
F: 2.9715 -0.6637 -8.5763  -0.212
F: -3.6408 4.1617 -1.8567  -0.220
H: 1.7923 5.6263 -3.4999  0.254
H: 0.1323 2.9180 -0.4257  0.519
C: -2.0888 1.4404 0.1662  -0.415
H: 0.8383 2.5464 -10.5337  0.441
F: -0.3492 2.5566 -8.5794  -0.317
H: -1.8722 3.5744 0.4217  0.389
C: 1.9809 -6.2029 7.1699  0.931
C: -0.2134 -6.2297 9.6854  0.783
F: 1.6381 -8.3743 8.0624  -0.218
F: 5.0878 -0.5729 -9.1302  -0.253
F: 1.8975 -7.0690 10.3624  -0.217
C: 0.3472 1.9832 0.0805  -0.064
F: -3.1131 0.8045 4.8592  -0.273
H: -2.7855 0.6405 0.4025  0.609
H: 0.6869 -4.5711 7.0566  0.284
F: -0.6384 -7.3066 9.0018  -0.293
C: 1.6741 1.6527 0.3482  -0.191
N: 2.0719 0.5418 0.9031  -1.453
H: -3.7756 3.2624 3.2487  0.434
F: -1.0490 -4.5476 2.8799  -0.279
C: -3.1199 4.3514 -3.0980  0.020
F: 1.0352 5.3653 -5.8706  -0.296
F: -2.7916 2.8609 5.4148  -0.285
C: 0.1480 5.2302 -4.8525  0.734
H: -2.1595 1.6109 -0.9139  -0.312
F: 0.2549 -2.9719 1.5214  -0.306
C: -2.5563 1.9594 4.4654  0.973

Force components x, y, z for each atom (eV/Å):
0.00 0.14 0.11
0.01 -0.03 0.04
-0.05 0.06 -0.05
-0.15 0.14 -0.09
0.47 -0.15 0.22
0.13 -0.05 -0.07
-0.01 0.00 0.00
0.10 0.17 -0.18
-0.06 0.48 -0.33
0.02 -0.26 -0.08
0.11 0.05 0.11
0.01 -0.06 -0.03
-0.14 0.19 0.22
0.00 -0.01 -0.02
-0.02 -0.03 0.01
-0.03 -0.05 -0.04
0.00 -0.03 0.01
-0.06 0.09 0.08
0.09 0.05 0.04
0.00 -0.01 0.00
-0.25 0.17 0.11
0.03 0.14 -0.14
0.10 -0.16 0.05
0.17 0.01 0.08
-0.08 -0.21 -0.40
0.02 -0.03 0.02
-0.42 0.28 -0.35
-0.14 -0.17 -0.30
0.00 -0.03 0.02
-0.02 -0.02 -0.01
-0.02 -0.01 -0.06
-0.01 0.04 0.08
-0.10 0.11 0.12
0.02 0.02 0.05
-0.13 -0.09 -0.21
0.02 0.03 0.04
0.03 -0.04 0.04
0.28 -0.19 0.12
0.00 0.05 0.61
0.00 0.00 0.01
0.03 -0.15 0.04
0.03 -0.01 -0.10
0.06 0.01 -0.01
0.07 -0.07 -0.02
-0.04 -0.03 -0.06
-0.03 0.19 0.27
-0.13 -0.43 0.29
-0.01 -0.01 0.02
-0.06 0.00 0.04
-0.01 0.06 0.02
-0.02 0.13 -0.01
-0.01 0.04 -0.08
0.07 0.04 0.02
0.03 0.08 0.07
0.03 0.06 0.04
-0.17 -0.12 -0.13
0.01 0.01 0.02
0.02 -0.07 0.15
0.07 0.10 -0.07
0.00 -0.13 -0.39
0.08 0.05 0.00
0.16 -0.06 -0.04
0.16 -0.16 -0.11
0.04 -0.01 -0.01
-0.07 0.01 0.02
0.00 0.01 0.00
-0.02 -0.08 0.08
-0.05 0.16 -0.29
0.00 -0.02 0.00
0.00 0.06 0.02
-0.02 -0.04 0.09
0.12 0.09 0.26
-0.24 0.08 -0.05
0.03 -0.02 -0.03
-0.01 -0.02 -0.01
-0.03 0.00 0.03
0.05 -0.14 0.01
-0.15 -0.14 0.06
0.13 0.02 0.16
0.03 0.01 0.02
0.01 -0.02 0.03
-0.02 0.11 -0.12
-0.17 -0.09 0.08
0.03 -0.04 0.11
-0.01 -0.09 -0.02
0.03 -0.01 0.09
-0.06 0.00 -0.05
-0.01 0.17 0.11
0.03 0.00 -0.32
-0.07 -0.07 0.15
0.14 -0.11 -0.14
0.02 0.02 -0.02

Values from the calculation:
Charge ... +1
Energy relative to the best compared isomer or geometry (same formula, charge and spin) ... 0.0 kJ/mol
LUMO ... -5.59 eV
HOMO-LUMO gap ... 0.276 hartree
Multiplicity ... 1
DFT total energy ... -5214.32444 a.u.

Below is one molecule with the formula C5H11N3, with properties calculated with wB97M-V/def2-TZVPD.

Each line ends with the natural charge from an NBO analysis.
Geometry (Å):
N: -1.6264 -0.6163 1.0268  -0.793
H: -1.3764 -0.7277 2.0039  0.385
H: 1.5510 2.3326 -0.8858  0.198
H: 0.9016 1.2586 -2.1276  0.213
H: 0.7954 -0.0914 2.0123  0.191
H: 2.1105 0.8648 1.3789  0.215
C: 0.5575 0.6053 -0.0620  -0.222
H: 1.9007 -0.8073 0.8386  0.203
C: 1.3628 1.2758 -1.1428  -0.618
H: -1.5233 1.5004 -1.5070  0.385
H: -2.5066 -0.1355 0.9094  0.402
H: 2.3384 0.7938 -1.2665  0.202
C: -0.9208 -1.4615 -0.0430  0.330
N: -0.1881 -2.4627 0.1524  -0.647
C: -0.6591 0.0279 -0.3755  0.267
H: -0.3387 -2.9594 1.0296  0.345
N: -1.4507 0.4988 -1.4230  -0.814
C: 1.3640 0.1228 1.1041  -0.624
H: -2.2919 -0.0189 -1.6227  0.382

Force components x, y, z for each atom (eV/Å):
-0.16 -1.68 1.15
-0.03 -0.18 0.15
0.15 -0.21 -0.21
-0.25 -0.03 0.01
-0.12 0.07 -0.12
0.10 0.07 0.02
-0.78 -0.42 0.06
0.02 0.07 0.11
-0.07 0.83 0.18
-0.09 -0.02 0.06
-0.01 -0.29 -0.42
0.02 -0.05 0.18
-0.18 2.83 2.23
-0.35 -0.22 -0.32
1.69 -0.57 -3.15
-0.22 0.06 -0.01
0.09 0.08 0.34
0.04 -0.43 -0.14
0.15 0.07 -0.12

Values from the calculation:
Energy relative to the best compared isomer or geometry (same formula, charge and spin) ... 422.4 kJ/mol
LUMO (alpha / beta) ... 0.75 / 0.75 eV
HOMO-LUMO gap (alpha / beta) ... 0.260 / 0.260 hartree
Multiplicity ... 1
DFT total energy ... -361.22850 a.u.